Computed, not measured: a structure of composition C30H36Cl3N2O3Zr, with ωB97M-V/def2-TZVPD.

```
! RIJCOSX wB97M-V def2-TZVPD def2/J DEFGRID3
* xyz 3 1
Zr -0.481 0.422 0.170
C -1.038 -0.585 -5.145
C -0.439 -0.903 -3.811
C 0.290 0.053 -3.107
C 0.913 -0.273 -1.898
C 0.771 -1.554 -1.340
C 0.005 -2.504 -2.025
C -0.564 -2.182 -3.246
H -0.356 -0.902 -5.937
H -1.208 0.484 -5.262
H -1.978 -1.115 -5.296
H 0.405 1.051 -3.514
H 1.658 0.411 -1.490
H 1.379 -1.851 -0.491
H -0.094 -3.507 -1.630
H -1.115 -2.942 -3.788
C -1.928 -3.341 0.815
C -2.820 -2.490 1.674
C -4.112 -2.931 1.949
C -4.947 -2.213 2.788
C -4.500 -1.042 3.378
C -3.219 -0.556 3.138
C -2.802 0.721 3.821
C -2.408 -1.299 2.273
N -1.066 -0.802 1.950
C -0.135 -0.909 2.837
C -0.287 -1.582 4.151
C 1.252 -0.362 2.486
C 2.261 -0.296 3.574
N 1.438 0.028 1.265
C 2.798 0.200 0.776
C 3.166 1.388 0.129
C 2.229 2.528 -0.154
C 4.478 1.512 -0.310
C 5.385 0.478 -0.143
C 4.979 -0.712 0.431
C 3.681 -0.887 0.903
C 3.329 -2.245 1.454
H -2.417 -3.600 -0.126
H -1.700 -4.281 1.320
H -0.972 -2.869 0.583
H -4.454 -3.860 1.509
H -5.948 -2.570 2.991
H -5.153 -0.490 4.043
H -3.537 1.510 3.648
H -1.831 1.097 3.502
H -2.763 0.580 4.903
H -1.203 -2.163 4.204
H -0.309 -0.828 4.944
H 0.575 -2.219 4.350
H 1.799 0.162 4.453
H 3.137 0.272 3.270
H 2.586 -1.291 3.882
H 1.165 2.285 -0.041
H 2.338 2.875 -1.182
H 2.402 3.385 0.499
H 4.787 2.429 -0.796
H 6.404 0.593 -0.487
H 5.680 -1.533 0.516
H 3.692 -3.015 0.774
H 2.259 -2.419 1.593
H 3.818 -2.424 2.414
C 0.442 2.835 2.600
O -0.472 2.167 1.666
H -0.016 2.841 3.586
H 0.622 3.848 2.252
H 1.373 2.280 2.605
H -1.191 2.779 1.457
Cl -4.764 1.136 -1.864
C -3.252 1.089 -1.122
Cl -2.512 -0.646 -1.145
Cl -3.287 1.466 0.632
C -2.119 1.907 -1.816
O -2.217 2.357 -2.899
O -1.023 1.904 -1.036
*
```

Results
Max |F| in hartree/bohr: 0.010
Calculated total energy in a.u.: -2926.764300
HOMO-LUMO gap in eV: 6.097
Energy relative to the best compared isomer or geometry (same formula, charge and spin) in eV: 1.893


Computed, not measured: an isolated molecule of C6H4N2O2, with ωB97M-V/def2-TZVPD.

```
! RIJCOSX wB97M-V def2-TZVPD def2/J DEFGRID3
* xyz 0 1
H -4.251 -0.523 0.407
N -3.453 0.238 0.727
C -2.613 0.055 -0.193
O -3.225 -1.050 -1.048
C -1.188 0.042 -0.047
C 0.018 0.160 -0.032
C 1.426 0.304 0.073
C 2.434 -0.712 0.138
N 3.621 -0.186 0.245
O 3.437 1.175 0.305
C 2.148 1.461 0.205
H -2.520 -1.675 -1.272
H 2.307 -1.791 0.176
H 1.861 2.503 0.316
*
```

Results
Max |F| in hartree/bohr: 0.108
Calculated total energy in a.u.: -490.851345
HOMO-LUMO gap in eV: 9.602
Energy relative to the best compared isomer or geometry (same formula, charge and spin) in eV: 5.082
Structure (SMILES): [H]/N=C(\O)C#Cc1cnoc1


Computed, not measured: a cluster of 15 separate species, C46H92O52S7 in total, with ωB97M-V/def2-TZVPD.

```
! RIJCOSX wB97M-V def2-TZVPD def2/J DEFGRID3
* xyz 0 1
C -3.482 -2.801 1.359
C -3.965 -4.213 1.717
O -4.714 -4.916 0.745
C -3.983 -5.566 -0.176
O -2.853 -5.945 -0.009
O -4.668 -5.687 -1.288
C -3.985 -6.163 -2.437
H -2.533 -2.823 0.820
H -3.397 -2.256 2.296
H -4.199 -2.317 0.700
H -4.650 -4.102 2.560
H -3.159 -4.817 2.135
H -3.121 -5.587 -2.766
H -4.713 -6.271 -3.234
H -3.595 -7.151 -2.177
C -2.655 4.333 -3.881
C -2.031 5.263 -2.865
O -0.739 4.772 -2.574
C 0.062 5.339 -1.629
O 1.095 4.856 -1.307
O -0.538 6.415 -1.136
C 0.103 6.994 0.003
H -3.683 4.604 -4.111
H -2.662 3.311 -3.494
H -2.001 4.338 -4.754
H -2.668 5.414 -1.988
H -1.962 6.273 -3.286
H -0.564 7.771 0.374
H 1.089 7.398 -0.201
H 0.142 6.300 0.844
C 1.649 -0.959 -0.671
C 0.150 -1.180 -0.898
O -0.533 -0.022 -0.491
C -0.770 0.196 0.786
O -0.567 -0.634 1.638
O -1.060 1.473 0.977
C -1.485 2.342 -0.065
H 2.032 -0.043 -1.118
H 2.211 -1.828 -1.018
H 1.850 -0.880 0.399
H -0.220 -2.093 -0.441
H 0.206 -1.339 -1.976
H -1.996 1.778 -0.852
H -0.654 2.846 -0.558
H -2.258 3.038 0.252
C -0.428 -4.135 -2.251
C 0.794 -4.320 -3.156
O 0.501 -5.043 -4.350
C 1.363 -5.868 -4.874
O 2.497 -6.034 -4.483
O 0.798 -6.563 -5.853
C 1.628 -7.395 -6.634
H -1.045 -5.028 -2.353
H -0.981 -3.230 -2.486
H -0.110 -4.049 -1.214
H 1.615 -4.777 -2.604
H 1.171 -3.370 -3.545
H 1.121 -7.995 -7.386
H 2.130 -8.117 -5.986
H 2.387 -6.804 -7.148
C 0.341 1.905 -3.216
C 1.437 1.811 -4.259
O 2.275 2.934 -4.400
C 3.325 3.167 -3.616
O 4.190 3.928 -3.947
O 3.246 2.544 -2.446
C 4.384 2.591 -1.613
H 0.782 2.021 -2.227
H -0.335 1.055 -3.325
H -0.309 2.777 -3.326
H 0.978 1.517 -5.205
H 2.030 0.915 -4.063
H 5.363 2.390 -2.048
H 4.159 1.966 -0.756
H 4.559 3.615 -1.262
C 2.090 3.787 1.629
C 1.459 2.799 2.573
O 1.841 2.891 3.942
C 1.197 2.067 4.768
O 0.307 1.314 4.461
O 1.678 2.211 5.983
C 1.060 1.503 7.062
H 3.174 3.681 1.600
H 1.788 4.802 1.893
H 1.707 3.611 0.624
H 1.598 1.762 2.242
H 0.367 2.840 2.526
H 1.599 0.564 7.181
H 0.004 1.369 6.846
H 1.203 2.100 7.959
C 4.863 -4.828 -0.016
C 5.006 -3.493 0.717
O 6.384 -3.121 0.848
C 7.098 -2.675 -0.175
O 6.618 -2.065 -1.107
O 8.331 -3.096 -0.058
C 9.260 -3.000 -1.126
H 3.826 -5.151 -0.036
H 5.514 -5.544 0.485
H 5.261 -4.635 -1.013
H 4.498 -3.338 1.667
H 4.569 -2.639 0.187
H 10.288 -3.140 -0.799
H 9.236 -2.034 -1.629
H 9.017 -3.833 -1.787
C 3.142 -1.774 4.158
C 1.836 -2.151 3.465
O 2.055 -2.766 2.183
C 1.244 -3.664 1.624
O 1.469 -4.252 0.612
O 0.164 -3.844 2.403
C -0.727 -4.869 1.962
H 3.847 -1.210 3.548
H 3.705 -2.647 4.497
H 2.929 -1.154 5.029
H 1.344 -1.230 3.141
H 1.218 -2.762 4.117
H -0.166 -5.806 1.951
H -1.079 -4.654 0.953
H -1.586 -4.965 2.618
C -5.657 -0.218 -2.879
C -6.015 -1.705 -2.895
O -4.954 -2.323 -2.170
S -3.525 -1.623 -2.673
O -2.976 -2.307 -3.818
O -2.698 -1.395 -1.528
O -4.263 -0.247 -3.075
H -5.840 0.128 -1.859
H -6.191 0.359 -3.627
H -5.916 -2.073 -3.922
H -6.986 -1.958 -2.484
C -3.727 6.271 3.610
C -2.720 7.341 3.126
O -1.408 6.775 3.351
S -1.535 5.154 3.533
O -0.451 4.717 4.380
O -1.629 4.544 2.222
O -3.008 5.177 4.192
H -4.277 5.874 2.754
H -4.465 6.677 4.296
H -2.613 8.153 3.844
H -2.851 7.607 2.081
C -1.841 -1.973 4.463
C -2.371 -0.556 4.358
O -3.791 -0.640 4.437
S -4.159 -1.796 5.492
O -5.378 -2.455 5.151
O -3.958 -1.332 6.835
O -2.916 -2.732 5.076
H -1.039 -1.990 5.201
H -1.497 -2.374 3.513
H -2.128 -0.128 3.388
H -2.102 0.096 5.191
C -5.525 1.969 2.861
C -4.286 1.529 2.135
O -4.841 1.158 0.862
S -6.246 0.409 1.060
O -6.113 -1.014 0.951
O -7.236 1.048 0.242
O -6.414 0.868 2.634
H -6.046 2.831 2.431
H -5.410 2.141 3.930
H -3.833 0.631 2.543
H -3.547 2.298 1.923
C 5.687 -2.549 -4.230
C 4.353 -2.590 -3.474
O 3.483 -1.836 -4.315
S 4.329 -0.535 -4.827
O 4.418 0.412 -3.760
O 3.780 -0.130 -6.083
O 5.685 -1.392 -5.041
H 5.897 -3.469 -4.772
H 6.430 -2.473 -3.431
H 4.429 -2.078 -2.509
H 4.070 -3.606 -3.203
C 7.458 -0.057 2.198
C 7.674 0.826 0.901
O 6.495 0.564 0.177
S 5.230 0.442 1.173
O 4.082 -0.190 0.614
O 4.960 1.596 1.963
O 6.147 -0.548 2.107
H 7.564 0.566 3.088
H 8.207 -0.842 2.278
H 8.502 0.404 0.341
H 7.713 1.887 1.135
C -6.205 6.323 -1.186
C -6.587 5.743 0.196
O -6.796 4.360 -0.026
S -5.542 3.859 -0.974
O -5.898 2.817 -1.867
O -4.360 3.785 -0.141
O -5.571 5.191 -1.838
H -5.499 7.139 -1.054
H -7.022 6.515 -1.873
H -7.533 6.210 0.463
H -5.830 5.909 0.960
*
```

Results
Max |F| in hartree/bohr: 0.053
Calculated total energy in a.u.: -8507.581770
HOMO-LUMO gap in eV: 9.251
Energy relative to the best compared isomer or geometry (same formula, charge and spin) in eV: 0.000


Computed, not measured: a structure of composition C5H10O5, with ωB97M-V/def2-TZVPD.

```
! RIJCOSX wB97M-V def2-TZVPD def2/J DEFGRID3
* xyz 0 1
C -0.973 0.078 -0.337
C -1.155 1.288 0.453
C -1.700 -1.151 0.121
C -0.818 0.247 -1.816
C 1.809 0.252 1.092
O 0.778 -0.599 0.039
O 1.816 0.400 -0.302
O 2.863 -0.465 1.598
O 3.380 -1.441 0.675
O 1.278 1.035 1.873
H 4.123 -0.963 0.274
H -2.136 1.375 0.915
H -0.386 1.189 1.314
H -0.824 2.202 -0.034
H -1.306 -2.039 -0.371
H -1.629 -1.268 1.200
H -2.757 -1.044 -0.147
H -0.527 -0.685 -2.294
H -1.772 0.585 -2.231
H -0.063 1.005 -2.024
*
```

Results
Max |F| in hartree/bohr: 0.051
Calculated total energy in a.u.: -572.454524
HOMO-LUMO gap in eV: 10.441
Energy relative to the best compared isomer or geometry (same formula, charge and spin) in eV: 7.884


Computed, not measured: a structure of composition C46H54AsN3SSbW, with ωB97M-V/def2-TZVPD.

```
! RIJCOSX wB97M-V def2-TZVPD def2/J DEFGRID3
* xyz 3 3
W 0.267 0.354 1.305
N -0.001 1.514 3.329
C 0.517 2.892 3.572
C 1.936 2.873 4.138
C 2.920 2.010 3.341
C 3.000 2.395 1.858
N 2.488 1.286 1.010
H -1.026 1.597 3.350
H 0.243 0.964 4.164
H -0.136 3.412 4.279
H 0.466 3.440 2.627
H 1.912 2.515 5.170
H 2.308 3.897 4.159
H 2.648 0.948 3.417
H 3.904 2.110 3.798
H 4.032 2.632 1.578
H 2.397 3.282 1.648
H 3.195 0.540 1.062
H 2.528 1.627 0.038
C 4.075 -2.010 4.544
C 3.117 -1.795 3.429
C 1.772 -1.586 3.672
C 0.792 -1.581 2.649
C -0.607 -1.998 3.099
C 1.255 -1.702 1.293
As 0.017 -1.734 -0.296
N -1.199 -0.685 0.768
C -2.559 -0.746 0.931
C -3.331 -1.895 0.731
C -4.684 -1.878 1.012
C -5.294 -0.720 1.469
C -4.538 0.429 1.661
C -3.183 0.421 1.407
C -0.777 -3.613 -0.516
C -1.649 -3.719 -1.622
C -1.861 -2.584 -2.584
C -2.321 -4.908 -1.845
C -2.144 -6.016 -1.022
C -2.888 -7.283 -1.256
C -1.214 -5.916 0.004
C -0.496 -4.751 0.255
C 0.550 -4.823 1.327
C 2.652 -1.836 1.045
C 3.106 -1.988 -0.377
C 3.542 -1.913 2.093
H 3.654 -1.724 5.503
H 5.012 -1.480 4.392
H 4.322 -3.072 4.591
H 1.430 -1.563 4.699
H -0.519 -2.597 4.007
H -1.081 -2.630 2.342
H -1.293 -1.170 3.331
H -2.856 -2.802 0.388
H -5.261 -2.782 0.894
H -6.349 -0.702 1.682
H -5.008 1.330 2.019
H -2.587 1.324 1.540
H -1.835 -1.612 -2.079
H -2.818 -2.683 -3.087
H -1.078 -2.605 -3.346
H -3.001 -4.977 -2.681
H -3.706 -7.140 -1.955
H -3.274 -7.689 -0.324
H -2.210 -8.028 -1.671
H -1.021 -6.778 0.627
H 0.988 -5.819 1.333
H 0.118 -4.662 2.314
H 1.353 -4.108 1.158
H 2.809 -1.123 -0.979
H 2.644 -2.872 -0.830
H 4.182 -2.103 -0.440
H 4.582 -2.125 1.899
S -0.381 2.516 0.377
Sb -0.061 2.857 -1.964
C -0.323 4.892 -2.604
C 0.715 5.548 -3.243
C 0.465 6.775 -3.835
C -0.807 7.322 -3.796
C -1.834 6.659 -3.142
C -1.599 5.433 -2.541
C -1.750 1.821 -2.802
C -2.263 2.249 -4.016
C -3.482 1.741 -4.437
C -4.179 0.835 -3.650
C -3.645 0.402 -2.446
C -2.426 0.903 -2.019
C 1.994 2.225 -2.225
C 2.986 3.137 -1.875
C 4.316 2.806 -2.087
C 4.648 1.569 -2.622
C 3.652 0.657 -2.939
C 2.315 0.979 -2.743
H 1.704 5.113 -3.303
H 1.264 7.296 -4.339
H -1.003 8.263 -4.284
H -2.823 7.087 -3.109
H -2.401 4.908 -2.036
H -1.728 2.965 -4.625
H -3.900 2.076 -5.373
H -5.140 0.466 -3.969
H -4.185 -0.306 -1.834
H -1.996 0.605 -1.067
H 2.727 4.101 -1.450
H 5.086 3.526 -1.857
H 5.684 1.327 -2.809
H 3.916 -0.296 -3.371
H 1.531 0.273 -3.007
*
```

Results
Max |F| in hartree/bohr: 0.055
Calculated total energy in a.u.: -4889.896030
HOMO-LUMO gap (spin up / spin down) in eV: 6.183 / 6.090
Energy relative to the best compared isomer or geometry (same formula, charge and spin) in eV: 0.670


Computed, not measured: an isolated molecule of CH5IN2S, with ωB97M-V/def2-TZVPD.

```
! RIJCOSX wB97M-V def2-TZVPD def2/J DEFGRID3
* xyz 0 1
C 1.043 -1.437 0.346
N -0.470 2.042 -0.352
N 0.550 -0.148 -0.246
S -0.515 0.590 0.543
I -2.762 -0.161 -0.112
H 0.896 -2.389 -0.356
H 2.067 -1.202 0.423
H 0.522 -1.600 1.284
H -1.373 2.466 -0.364
H 0.042 1.838 -1.167
*
```

Results
Max |F| in hartree/bohr: 0.060
Calculated total energy in a.u.: -846.421520
HOMO-LUMO gap in eV: 8.496
Energy relative to the best compared isomer or geometry (same formula, charge and spin) in eV: 0.668


Computed, not measured: the ion C4H7Cl2O3P with charge -2, with ωB97M-V/def2-TZVPD.

```
! RIJCOSX wB97M-V def2-TZVPD def2/J DEFGRID3
* xyz -2 1
C -0.018 1.136 0.494
C 0.457 -0.020 -0.378
C -0.368 -1.322 -0.307
C 2.198 -0.516 0.034
Cl 2.654 -1.749 -1.107
Cl 2.095 -1.199 1.657
P 3.511 0.938 -0.084
O 3.166 1.775 1.157
O 4.841 0.217 0.034
O 3.111 1.388 -1.475
H 0.747 1.856 0.578
H -0.869 1.551 -0.189
H -0.376 0.805 1.487
H 0.629 0.303 -1.445
H 0.087 -2.062 -0.944
H -1.330 -0.980 -0.619
H -0.289 -1.513 0.766
*
```

Results
Max |F| in hartree/bohr: 0.087
Calculated total energy in a.u.: -1644.119420
HOMO-LUMO gap in eV: 5.617
Energy relative to the best compared isomer or geometry (same formula, charge and spin) in eV: 3.567
Structure (SMILES): CC(C)C(Cl)(Cl)P(=O)([O-])[O-]


Question: The highest energy relative to the best compared isomer or geometry (same formula, charge and spin) belongs to which entry?
Answer: C5H10O5


Question: The lowest energy relative to the best compared isomer or geometry (same formula, charge and spin) belongs to which entry?
Answer: C46H92O52S7


Question: What is the formula in the second record?
Answer: C6H4N2O2